Record 1
{
  "formula": "C6H12N2O",
  "method": "ωB97M-V/def2-TZVPD",
  "charge": 0,
  "de_lowest_kj_mol": 223.3,
  "smiles": "Cc1c[nH]cn1.CCO",
  "orbital_gap_ev": 9.39,
  "e_homo_ha": -0.3137,
  "e_lumo_ev": 0.9,
  "species": ["C", "C", "C", "C", "N", "N", "H", "H", "H", "H", "H", "H", "C", "C", "O", "H", "H", "H", "H", "H", "H"],
  "coordinates": [[0.14361, 1.57495, -2.06693], [1.62062, 1.92136, 0.18015], [1.20525, 1.32817, -1.02348], [3.02875, 0.34602, -0.36418], [2.75637, 1.25690, 0.66409], [2.11300, 0.35076, -1.29256], [0.86061, 2.42472, 0.71631], [3.46976, 1.75926, 1.18426], [0.45811, 2.17981, -2.89868], [-0.61290, 2.29991, -1.66640], [3.84044, -0.33849, -0.26103], [-0.33294, 0.66472, -2.49520], [-1.75972, -1.47033, 0.58120], [-2.22377, -2.69719, 1.25066], [-1.72355, -0.48718, 1.68784], [-0.83829, -1.30555, 0.13750], [-2.46785, -1.11876, -0.18118], [-2.92926, -2.33753, 2.18206], [-2.41253, 0.23769, 1.40539], [-1.37529, -3.32424, 1.67424], [-2.82043, -3.26500, 0.58593]]
}

Record 2
{
  "formula": "C6H12N2O",
  "method": "ωB97M-V/def2-TZVPD",
  "charge": 0,
  "de_lowest_kj_mol": 384.8,
  "orbital_gap_ev": 7.54,
  "e_homo_ha": -0.2438,
  "e_lumo_ev": 0.9,
  "species": ["C", "C", "C", "C", "C", "C", "N", "N", "O", "H", "H", "H", "H", "H", "H", "H", "H", "H", "H", "H", "H"],
  "coordinates": [[0.01985, 1.66070, -1.73543], [0.13732, 1.05158, -0.37628], [0.81108, -0.29012, -0.49555], [-0.99888, 0.33230, 0.29889], [-0.99524, 0.21374, 1.78618], [-2.16248, -0.20716, -0.46214], [2.36402, -1.92936, 0.18887], [1.78328, -0.67054, 0.41154], [0.83757, 2.41162, -2.20697], [-0.83286, 1.30544, -2.34279], [0.68869, 1.71575, 0.29047], [0.54923, -0.98498, -1.26999], [-1.74985, 0.87391, 2.22075], [-0.02852, 0.48928, 2.19763], [-1.22815, -0.80335, 2.10405], [-2.95972, 0.54044, -0.52278], [-2.57153, -1.08669, 0.03462], [-1.89125, -0.48140, -1.47871], [2.63646, -2.33571, 1.07774], [3.17876, -1.88634, -0.42050], [2.41221, 0.08092, 0.70038]]
}

Record 3
{
  "formula": "C6H12N2O",
  "method": "ωB97M-V/def2-TZVPD",
  "charge": 0,
  "de_lowest_kj_mol": 98.2,
  "smiles": "Cc1c[nH]cn1.CCO",
  "orbital_gap_ev": 9.73,
  "e_homo_ha": -0.3263,
  "e_lumo_ev": 0.8,
  "species": ["C", "C", "C", "C", "N", "N", "H", "H", "H", "H", "H", "H", "C", "C", "O", "H", "H", "H", "H", "H", "H"],
  "coordinates": [[-1.13176, -1.50682, 1.09869], [-1.24746, 0.06094, -2.07394], [-1.91770, -1.89542, -1.35756], [-1.44620, -1.15906, -0.32250], [-1.73581, -1.11224, -2.49364], [-1.05445, 0.07880, -0.78799], [-2.24195, -1.42953, -3.30322], [-1.23213, 0.94397, -2.69467], [-1.96058, -2.97372, -1.45308], [-1.85145, -2.21449, 1.50125], [-1.11979, -0.61058, 1.70333], [-0.14918, -1.98608, 1.13512], [2.67593, 1.21810, 1.32152], [1.27664, 1.75522, 1.21194], [3.44434, 1.95348, 2.30761], [2.83284, 0.14452, 1.50213], [3.24737, 1.34662, 0.39143], [0.70167, 1.53606, 2.12046], [3.27944, 1.50549, 3.14977], [0.74634, 1.37938, 0.34160], [1.32945, 2.84924, 1.21799]]
}

Record 4
{
  "formula": "C6H12N2O",
  "method": "ωB97M-V/def2-TZVPD",
  "charge": 0,
  "de_lowest_kj_mol": 105.5,
  "smiles": "Cc1c[nH]cn1.CCO",
  "orbital_gap_ev": 9.63,
  "e_homo_ha": -0.3217,
  "e_lumo_ev": 0.9,
  "species": ["C", "C", "C", "C", "N", "N", "H", "H", "H", "H", "H", "H", "C", "C", "O", "H", "H", "H", "H", "H", "H"],
  "coordinates": [[0.94380, 0.12725, 2.92310], [1.53905, 1.49552, -0.32233], [2.25023, -0.23587, 0.81590], [1.34550, 0.48896, 1.53099], [2.41429, 0.46036, -0.38244], [0.90112, 1.57342, 0.79857], [2.73892, 0.14376, -1.27946], [1.35081, 2.12457, -1.16665], [3.06612, -0.86757, 1.14314], [1.70480, -0.48447, 3.38598], [0.03245, -0.46060, 2.97719], [0.94195, 1.00949, 3.56604], [-3.02072, -1.40042, -1.93054], [-2.13357, -1.72839, -0.72875], [-2.90599, -0.03302, -2.28371], [-2.75442, -1.96032, -2.82453], [-4.09414, -1.62063, -1.83833], [-1.89193, -0.85229, -0.14799], [-3.14931, 0.47768, -1.50884], [-1.20356, -2.08548, -1.18996], [-2.48503, -2.55939, -0.11507]]
}

Record 5
{
  "formula": "C6H12N2O",
  "method": "ωB97M-V/def2-TZVPD",
  "charge": 0,
  "de_lowest_kj_mol": 513.2,
  "orbital_gap_ev": [6.94, 6.93],
  "e_homo_ha": [-0.2376, -0.2374],
  "e_lumo_ev": [0.5, 0.5],
  "species": ["C", "C", "C", "C", "C", "N", "C", "N", "O", "H", "H", "H", "H", "H", "H", "H", "H", "H", "H", "H", "H"],
  "coordinates": [[-0.15580, -0.16707, 0.42305], [-0.97692, -0.08116, -0.83813], [-2.27206, 0.41813, -0.68289], [0.00124, -1.55106, 1.00518], [-0.33052, 0.92539, 1.45493], [1.31933, 0.28879, -0.42558], [0.29929, 0.96719, -1.60874], [2.06945, -0.76335, -1.01196], [0.35350, 2.13556, -1.75597], [1.87365, 1.00163, 0.04855], [-0.89579, -0.99817, -1.41514], [2.47122, -0.44464, -1.89305], [2.80903, -1.05635, -0.38605], [-2.45043, 1.37501, -0.21899], [-3.06738, 0.05836, -1.31948], [0.39504, -2.23671, 0.25501], [0.53755, 0.94448, 2.11863], [0.66032, -1.54316, 1.87502], [-0.98065, -1.90734, 1.31847], [-1.20970, 0.73070, 2.06619], [-0.45039, 1.90377, 0.99095]]
}

Record 6
{
  "formula": "C6H12N2O",
  "method": "ωB97M-V/def2-TZVPD",
  "charge": 0,
  "de_lowest_kj_mol": 306.4,
  "smiles": "[H]/N=C(\\C)C=O.[H]/N=C/CC",
  "orbital_gap_ev": 9.28,
  "e_homo_ha": -0.3326,
  "e_lumo_ev": 0.2,
  "species": ["C", "C", "C", "N", "H", "H", "H", "H", "H", "H", "H", "C", "C", "C", "N", "O", "H", "H", "H", "H", "H"],
  "coordinates": [[0.14148, -0.51106, 1.41926], [-1.28419, -1.02612, 1.45940], [1.07104, -1.61958, 0.48634], [0.61426, -2.05475, -0.57292], [1.14782, -2.57953, -1.25717], [2.04159, -1.86626, 0.94635], [0.63153, -0.68238, 2.37854], [0.17221, 0.57687, 1.43023], [-1.76415, -0.92631, 0.49329], [-1.29387, -2.09193, 1.68067], [-1.85549, -0.51137, 2.23705], [0.95488, 1.98532, -0.77748], [-0.02106, 0.89494, -1.12380], [-1.46243, 1.17537, -0.86027], [0.18620, -0.04339, -1.98651], [-1.86493, 2.04922, -0.13475], [1.15257, -0.08816, -2.30718], [-2.13597, 0.50683, -1.42515], [0.70734, 2.40974, 0.19187], [1.98601, 1.60858, -0.75864], [0.87515, 2.79397, -1.51913]]
}

Record 7
{
  "formula": "C6H12N2O",
  "method": "ωB97M-V/def2-TZVPD",
  "charge": 0,
  "de_lowest_kj_mol": 151.5,
  "smiles": "Cc1c[nH]cn1.CCO",
  "orbital_gap_ev": 9.16,
  "e_homo_ha": -0.3048,
  "e_lumo_ev": 0.9,
  "species": ["C", "C", "C", "C", "N", "N", "H", "H", "H", "H", "H", "H", "C", "C", "O", "H", "H", "H", "H", "H", "H"],
  "coordinates": [[2.07036, 1.38164, -0.33397], [1.63972, -0.01269, -0.13893], [1.46773, -0.90413, -1.19251], [0.90046, -1.78501, 0.80496], [1.32041, -0.60146, 1.05520], [0.95124, -2.04574, -0.53481], [3.11225, 1.48527, 0.02089], [1.62166, 2.14658, 0.32529], [1.85167, -0.79172, -2.18342], [0.61501, -2.67817, 1.34234], [0.51997, -2.77181, -1.07537], [1.84938, 1.76747, -1.32567], [-1.26856, 0.32692, 0.39552], [-2.47557, 1.21079, 0.37383], [-1.75549, -1.02533, 0.65216], [-0.75082, 0.40180, -0.56393], [-0.56388, 0.49036, 1.19763], [-2.95442, 1.44082, 1.32036], [-2.56105, -1.01102, 0.14367], [-3.22616, 0.73972, -0.26898], [-2.36392, 2.23571, -0.01426]]
}

Record 8
{
  "formula": "C6H12N2O2",
  "method": "ωB97M-V/def2-TZVPD",
  "charge": 0,
  "de_lowest_kj_mol": 328.1,
  "smiles": "C[C@H]1[C@@H](O)[C@H]1NCC(N)=O",
  "orbital_gap_ev": 9.42,
  "e_homo_ha": -0.3256,
  "e_lumo_ev": 0.6,
  "species": ["C", "C", "C", "O", "C", "N", "C", "C", "N", "H", "H", "H", "H", "H", "H", "H", "H", "H", "H", "O", "H", "H"],
  "coordinates": [[-0.11925, 0.93945, -2.52792], [-0.47416, -0.44837, -2.04920], [0.56273, -1.35858, -1.42078], [1.82966, -0.84965, -1.14513], [-0.56629, -0.79425, -0.58750], [-0.32705, 0.20204, 0.41594], [0.08481, -0.35438, 1.68955], [0.19344, 0.71079, 2.76259], [-0.93319, 1.30298, 3.16770], [0.70636, 1.38283, -1.95526], [0.19313, 0.91032, -3.58088], [-0.98472, 1.61263, -2.44968], [-1.20465, -0.96149, -2.67927], [0.54051, -2.42211, -1.67844], [2.31051, -0.72595, -1.96836], [-1.35232, -1.49601, -0.29865], [0.37030, 0.86451, 0.09200], [-0.67677, -1.07753, 2.02155], [1.04650, -0.89491, 1.66132], [0.89443, 0.46624, 3.79000], [-1.49106, 1.71477, 2.42746], [-0.60293, 1.27667, 4.31297]]
}

Record 9
{
  "formula": "C6H12N2O2",
  "method": "ωB97M-V/def2-TZVPD",
  "charge": 0,
  "de_lowest_kj_mol": 634.0,
  "smiles": "NCC(=O)NO.C#CCC",
  "orbital_gap_ev": 9.70,
  "e_homo_ha": -0.3325,
  "e_lumo_ev": 0.7,
  "species": ["C", "C", "C", "C", "C", "C", "H", "H", "H", "H", "H", "H", "H", "H", "H", "H", "H", "H", "N", "N", "O", "O"],
  "coordinates": [[-2.56980, 1.24248, 0.32765], [-2.37342, -0.18191, 0.85359], [-1.68971, -1.05290, -0.12227], [-1.12250, -1.72790, -0.91027], [2.85404, 0.16847, -0.35126], [1.95766, -0.81220, 0.39323], [-1.60501, 1.71017, 0.10362], [-3.16952, 1.23462, -0.59049], [-3.08652, 1.85777, 1.07369], [-1.79575, -0.16261, 1.78649], [-3.34964, -0.62722, 1.11371], [-0.63559, -2.35329, -1.58963], [1.56783, 1.74318, -0.38030], [2.58473, 1.74726, 0.89195], [2.79398, -0.01311, -1.42846], [3.87563, -0.02964, -0.02258], [-0.00806, -1.38853, 0.47782], [0.06511, -0.44439, -1.81541], [2.53072, 1.56426, -0.09196], [0.70741, -1.04177, -0.15364], [2.28350, -1.39230, 1.41285], [0.18493, -0.04042, -0.97833]]
}

Record 10
{
  "formula": "C6H12N2O4",
  "method": "ωB97M-V/def2-TZVPD",
  "charge": 0,
  "de_lowest_kj_mol": 585.2,
  "orbital_gap_ev": [8.56, 8.18],
  "e_homo_ha": [-0.3079, -0.3106],
  "e_lumo_ev": [0.2, -0.3],
  "species": ["C", "C", "C", "C", "C", "C", "N", "N", "O", "O", "O", "O", "H", "H", "H", "H", "H", "H", "H", "H", "H", "H", "H", "H"],
  "coordinates": [[-0.88013, 0.54615, 1.07232], [-1.07644, 0.75827, -1.34253], [-1.99636, -1.29985, -0.20155], [0.41427, 1.87902, 2.49996], [2.65705, -0.83173, -0.38325], [-0.85655, -0.28388, -0.23142], [0.26285, -1.83676, -2.57892], [0.37050, -1.00875, -0.30573], [-1.87870, 0.78121, 1.69660], [1.18990, -1.21829, -2.89532], [0.32738, 1.00553, 1.38330], [1.41876, -0.25779, -0.74627], [-1.17551, 0.24381, -2.29575], [-1.98760, 1.31605, -1.14675], [-0.23239, 1.44181, -1.39412], [-2.11084, -1.74704, -1.18547], [-2.91804, -0.80280, 0.08977], [-1.77254, -2.08478, 0.51443], [1.44116, 1.83005, 2.85491], [-0.28153, 1.56520, 3.28050], [0.17033, 2.89595, 2.19087], [3.41256, -0.27386, -0.92345], [2.68834, -1.89084, -0.64758], [2.81355, -0.72667, 0.69544]]
}

Record 11
{
  "formula": "C6H12N2O4S",
  "method": "ωB97M-V/def2-TZVPD",
  "charge": 0,
  "de_lowest_kj_mol": 598.1,
  "orbital_gap_ev": 9.01,
  "e_homo_ha": -0.3294,
  "e_lumo_ev": 0.0,
  "species": ["C", "C", "C", "C", "C", "C", "H", "H", "H", "H", "H", "H", "H", "H", "H", "H", "H", "H", "N", "N", "O", "O", "O", "O", "S"],
  "coordinates": [[1.95460, 0.06766, 0.75863], [0.43874, -0.13229, 0.67577], [2.45956, -0.61188, -0.61231], [-1.62212, 0.12890, 0.12993], [-1.86686, -1.20763, -0.43301], [-2.60831, 1.13883, -0.47885], [2.48115, -1.14948, 1.95540], [2.54627, 0.02406, 2.92974], [1.98646, 1.16276, 0.70643], [1.76721, -0.10182, -1.23195], [2.44780, -1.64160, -0.74859], [4.20130, -0.79761, -2.43252], [-0.19940, 1.73053, -0.21557], [-1.64469, 0.13907, 1.19980], [-2.67223, 1.12501, -1.75997], [-3.80949, 1.07558, -0.39516], [-2.99887, 3.12075, -0.18490], [-3.04985, -2.44283, -0.73368], [2.84541, -0.17417, 1.85178], [-0.35009, 0.65123, -0.18455], [-0.10982, -0.94863, 1.47744], [-1.34331, -1.83076, -1.30197], [-2.13477, 2.36946, -0.10434], [-2.89928, -1.85290, 0.15426], [4.18057, 0.15780, -1.02181]]
}

Record 12
{
  "formula": "C6H12N2P",
  "method": "ωB97M-V/def2-TZVPD",
  "charge": -1,
  "de_lowest_kj_mol": 222.2,
  "orbital_gap_ev": 7.65,
  "e_homo_ha": -0.1394,
  "e_lumo_ev": 3.9,
  "species": ["C", "P", "N", "C", "C", "C", "C", "N", "C", "H", "H", "H", "H", "H", "H", "H", "H", "H", "H", "H", "H"],
  "coordinates": [[3.10826, 0.47959, 0.48990], [1.18865, 0.38674, 0.35562], [1.39374, 0.15652, -1.43479], [-0.70009, 0.06311, 0.12663], [-1.39316, -1.04471, 0.91899], [-2.87110, -1.14680, 0.54366], [-3.45264, -0.21503, -0.48390], [-2.87324, 0.84968, -1.20998], [-1.50989, 0.90260, -0.83396], [3.55127, -0.57570, 0.33217], [3.58356, 1.13488, -0.31985], [3.41034, 0.78039, 1.55191], [1.04240, 1.81766, 0.22857], [1.01198, 0.55048, 1.79048], [1.31680, -1.05724, 0.61612], [2.32908, -0.24904, -1.59636], [0.70061, -0.56480, -1.67630], [-0.82321, -1.68772, 1.65184], [-3.53222, -1.92837, 1.04001], [-4.56186, -0.38723, -0.73110], [-0.91927, 1.73500, -1.35966]]
}